Entry 1:
A single C5H6N2S2 molecule at a distorted geometry, computed with ωB97M-V/def2-TZVPD.

For the energy relative to the best compared isomer or geometry (same formula, charge and spin), the calculation gives 0.4259 eV. The calculation puts the HOMO-LUMO gap at 8.8 eV. Its molecular weight is 158.3 g/mol. The value obtained for the HOMO energy is -8.4 eV. The value obtained for the calculated total energy is -1099.9430 Ha.

```
! wB97M-V def2-TZVPD RIJCOSX def2/J DEFGRID3
* xyz 0 1
C 0.84491 -1.34551 -0.05656
C 1.79319 -0.82765 0.66675
C -1.32290 -0.28790 0.21532
C -0.07134 -0.34418 -0.60241
C 0.54223 1.08470 -0.66329
N -1.79168 -1.36746 0.75256
N -0.45516 2.05662 -0.41076
S 1.92730 0.98301 0.60331
S -1.82493 1.33609 0.42441
H 0.31123 -2.35460 -0.04196
H 2.43755 -1.41599 1.32597
H -0.45221 -0.56312 -1.65534
H 1.06489 1.27946 -1.54555
H -2.78435 -1.21754 1.04251
H -0.21874 2.98407 -0.05496
*
```

=====

Entry 2:
An isolated ion of composition C5H6N3 and charge +1 at a distorted geometry, computed with ωB97M-V/def2-TZVPD.

For the energy relative to the best compared isomer or geometry (same formula, charge and spin), the calculation gives 2.9389 eV. The calculation puts the HOMO-LUMO gap at 8.2 eV. Its molecular weight is 108.1 g/mol. The value obtained for the HOMO energy is -13.5 eV. The value obtained for the calculated total energy is -358.0191 Ha.

```
! wB97M-V def2-TZVPD RIJCOSX def2/J DEFGRID3
* xyz 1 1
C -0.59122 1.31954 -0.15444
C -0.46020 -1.16092 -0.30170
C 1.54077 0.11414 0.00054
C -1.71269 -0.39874 0.28531
C -1.91936 1.12550 -0.11926
N 0.64033 1.16982 -0.01779
N 0.80440 -1.01432 -0.24491
N 2.83307 0.20277 0.13380
H -0.74674 -2.04735 -0.86095
H -2.58386 -0.94463 -0.07819
H -1.67371 -0.46739 1.37699
H -2.79826 1.64379 -0.41162
H 3.38506 -0.64272 0.17218
H 3.28241 1.10050 0.22004
*
```

=====

Entry 3:
An isolated ion of composition C5H6N3O and charge +1 at a distorted geometry, computed with ωB97M-V/def2-TZVPD.

For the energy relative to the best compared isomer or geometry (same formula, charge and spin), the calculation gives 3.9206 eV. The calculation puts the HOMO-LUMO gap at 8.6 eV. Its molecular weight is 124.1 g/mol. The value obtained for the HOMO energy is -14.0 eV. The value obtained for the calculated total energy is -433.1989 Ha.

```
! wB97M-V def2-TZVPD RIJCOSX def2/J DEFGRID3
* xyz 1 1
C -2.22082 0.54673 0.09490
C -0.96939 1.27814 0.43544
C 1.35381 0.70416 0.31754
C 2.11299 -0.41297 0.03541
C -0.51895 -1.00306 -0.03880
N -1.88987 -0.59223 -0.31343
N 0.35751 -1.44137 -0.92918
N -0.00882 0.56033 0.36109
O 1.63686 -1.50346 -0.38271
H -3.33587 0.88523 0.19845
H -1.04158 2.28546 0.68587
H 1.78918 1.67216 0.38359
H 3.19675 -0.40834 0.05374
H -0.69474 -1.76190 0.86035
H 0.23294 -0.80889 -1.76226
*
```